A molecular structure, C46H74GeNOsP2Si. Source: the Open Molecules 2025 dataset; level of theory: the ωB97M-V functional and the def2-TZVPD basis.

Summary:
LUMO energy (spin up / spin down)   -1.6 / -3.6 eV
HOMO level (spin up / spin down)   -8.56 / -10.83 eV
Charge   +1
Multiplicity   5
Kohn-Sham gap (spin up / spin down)   6.96 / 7.21 eV
Energy above the lowest of the compared OMol25 structures with the same formula, charge and spin   0.0 kcal/mol

Last column: Mulliken charge in e.
Element x y z (Å)
H: -2.811 -2.473 2.432  0.339
C: -5.373 -0.700 -1.422  -1.568
C: 1.733 -1.226 2.997  0.170
H: -3.733 -2.864 -3.406  0.370
C: 4.575 1.578 1.140  -1.173
C: -0.414 2.837 1.197  -0.611
H: 3.036 -3.496 -0.037  0.366
C: 4.431 -0.327 -4.646  -1.029
H: 0.334 -3.420 -1.930  0.136
H: -0.830 -2.380 4.747  0.123
C: 3.567 -1.718 -2.355  0.465
C: 4.989 -1.160 -2.315  -0.732
H: 4.066 -0.146 2.291  0.446
C: 2.605 -1.830 3.902  -0.191
H: -1.246 3.848 3.636  0.479
H: 4.860 0.410 -5.324  0.445
H: 1.453 2.459 3.960  -0.001
C: -1.090 -2.613 -5.692  -1.494
C: -3.549 -1.065 4.895  -0.742
C: 2.599 -1.502 5.249  -0.999
C: 1.070 3.157 1.353  0.521
C: 3.258 1.937 -0.831  -0.032
H: 3.781 1.060 -3.151  0.106
H: 0.709 2.808 -1.503  -0.258
H: -5.307 -1.784 -1.511  0.317
C: -2.445 -0.120 4.416  -0.208
C: 0.413 1.188 -2.907  1.006
C: 0.816 -0.283 3.487  0.975
H: -6.488 -0.664 1.017  0.530
H: 0.023 3.567 -4.375  0.405
H: -0.268 -2.040 -6.124  0.414
H: 3.291 -1.982 5.929  0.426
H: -2.044 2.035 2.343  0.570
C: -1.744 -2.743 4.271  -0.862
H: -5.228 -1.896 1.163  0.317
H: 3.247 -1.949 -1.339  -1.268
H: 5.875 -1.865 -4.156  0.350
C: -0.646 2.934 3.704  -1.616
C: -4.765 1.326 -0.049  -1.384
H: 1.616 2.218 1.504  -0.654
H: 0.224 4.668 -3.012  0.499
H: -0.916 -3.668 -5.906  0.442
H: -1.625 -0.183 5.129  0.157
H: 0.157 0.814 5.223  0.332
H: -1.627 -3.819 4.138  0.574
N: -2.239 -1.042 -0.192  -0.074
C: -0.096 3.663 -3.291  -1.417
C: -1.904 -2.082 2.903  -0.302
H: -0.975 3.765 1.046  0.911
H: -1.222 -0.062 -4.736  0.857
C: 2.824 -0.003 0.550  0.834
H: 4.000 -2.844 1.288  0.438
C: -1.966 2.045 -3.363  -1.367
H: -2.195 4.178 -3.373  0.502
P: 1.365 -0.003 -1.794  -2.169
C: -0.954 2.112 2.446  0.539
H: 5.370 1.880 1.810  0.443
H: -0.026 -4.471 -3.301  0.613
Si: 1.842 -1.588 1.124  0.599
C: -1.548 3.434 -2.904  -0.480
C: -2.791 -3.299 -3.068  -1.365
H: 0.709 0.962 -3.936  0.922
H: 3.989 -1.112 -5.265  0.368
C: 1.286 4.064 2.561  -1.648
H: -6.424 -0.413 -1.419  0.479
H: 3.033 2.562 -1.681  -0.234
H: 4.818 3.250 -0.185  0.428
C: -1.102 0.881 -2.834  2.538
H: 1.819 2.809 -2.882  0.037
H: 6.382 -0.254 -3.680  0.401
H: -0.569 2.206 0.314  -0.296
C: -1.521 -0.318 -3.715  -2.694
H: 2.617 -3.907 1.620  0.426
H: 0.951 3.975 4.703  0.461
H: -1.654 3.531 -1.818  0.032
H: -1.941 2.021 -4.457  0.542
C: 2.574 -0.738 -3.026  -0.567
C: 1.715 -0.542 5.717  -1.074
H: 1.710 -0.265 6.763  0.466
H: -3.003 1.855 -3.072  0.289
Os: -0.170 -1.003 -0.040  1.783
C: 4.266 2.343 0.028  -1.030
H: -4.007 -0.667 5.801  0.480
C: 0.784 2.641 -2.583  -0.296
H: 2.339 4.340 2.643  0.504
H: -4.337 -1.121 4.138  0.152
H: -5.071 -0.355 2.024  0.290
H: -2.724 -4.316 -3.459  0.478
H: 1.230 -3.243 -3.454  0.312
H: -5.804 1.638 0.057  0.437
H: -2.768 -0.191 2.315  -0.793
H: -2.791 -3.352 -1.981  0.358
C: 0.829 0.062 4.839  -0.366
H: -2.012 -2.310 -6.191  0.384
H: -1.365 0.727 -1.780  -1.134
H: 2.649 0.873 -4.494  0.485
H: 3.311 -2.573 3.550  0.463
H: -3.739 -3.215 4.968  0.387
P: -0.474 0.299 2.324  -1.385
H: -2.617 -0.325 -3.731  0.437
H: 4.996 -0.225 -1.751  0.037
H: 1.461 3.619 0.445  0.775
H: -4.361 1.775 -0.954  0.206
C: -2.000 -0.539 3.011  1.114
C: 0.825 3.340 3.824  -0.254
H: -0.983 2.412 4.601  0.326
H: -2.680 -2.561 6.206  0.333
C: 3.323 0.337 -3.826  -0.393
H: -2.803 0.912 4.401  0.340
H: 3.585 -2.662 -2.906  0.893
C: -3.317 -0.643 -0.143  -0.187
H: 5.636 -1.855 -1.777  0.578
H: -4.202 1.702 0.808  0.201
C: 3.844 0.429 1.399  -0.810
H: 1.938 -1.288 -3.728  1.074
C: -5.413 -0.823 1.101  -1.650
C: 2.541 0.762 -0.599  1.256
C: 2.985 -3.103 0.979  -1.712
C: 0.257 -3.455 -3.019  -1.139
C: -2.968 -2.465 5.158  -0.892
H: -1.066 -2.372 2.263  0.070
H: 0.709 4.986 2.433  0.410
C: -4.712 -0.208 -0.122  2.161
C: 5.522 -0.924 -3.731  -0.887
H: -4.894 -0.251 -2.293  0.265
Ge: -1.206 -2.328 -3.743  1.049

Force components x, y, z for each atom (eV/Å):
0.02 0.02 -0.06
0.12 -0.06 -0.01
-0.20 -0.10 -0.25
0.02 0.01 0.00
-0.02 -0.05 0.07
0.10 -0.14 0.04
-0.04 0.01 0.05
0.04 0.02 0.10
0.05 0.05 0.01
0.01 0.00 -0.01
0.03 0.05 0.05
-0.04 -0.04 -0.08
0.03 0.03 0.00
0.05 -0.07 0.03
-0.03 -0.01 0.01
0.02 -0.06 -0.05
0.04 -0.06 0.08
-0.09 0.00 0.19
0.13 0.00 0.09
0.00 0.01 -0.01
-0.16 0.13 0.13
0.15 0.02 -0.05
-0.03 0.11 -0.02
0.08 0.02 -0.05
-0.02 0.01 0.01
-0.21 0.06 -0.08
-0.08 -0.04 0.33
0.05 0.11 -0.08
0.01 0.05 -0.04
-0.03 0.04 -0.02
0.01 0.01 0.03
-0.01 -0.01 0.00
0.01 -0.03 0.03
-0.15 -0.03 -0.04
-0.04 0.01 0.00
-0.02 -0.05 -0.10
0.04 0.00 0.01
0.15 -0.17 0.09
0.11 -0.05 0.03
0.08 0.08 -0.05
0.03 0.01 -0.05
-0.02 0.00 -0.01
0.02 0.06 -0.01
-0.01 0.01 0.00
0.08 0.01 0.02
-0.59 0.29 0.02
-0.04 -0.02 0.20
0.13 0.00 0.11
-0.04 -0.01 0.02
0.00 0.01 -0.01
-0.24 -0.35 -0.02
0.01 0.00 0.03
0.07 0.17 0.20
-0.02 0.03 0.08
0.02 0.29 -0.12
0.17 -0.08 -0.43
0.00 0.00 0.00
-0.03 0.04 -0.02
0.85 -0.05 0.25
0.06 -0.08 -0.16
0.12 0.32 -0.17
0.16 0.04 0.05
-0.01 0.02 -0.03
0.05 -0.18 0.01
0.00 0.03 0.03
0.20 -0.12 0.15
-0.03 0.02 0.02
-0.07 0.02 -0.23
-0.17 0.00 -0.01
0.02 -0.02 -0.05
-0.10 0.06 -0.02
0.27 -0.49 0.36
0.02 0.00 0.03
0.02 -0.04 0.01
-0.03 0.03 0.00
-0.01 0.02 0.00
-0.32 -0.30 0.23
0.01 0.03 0.00
0.00 0.01 -0.01
-0.06 -0.09 -0.06
0.67 0.25 0.13
0.01 0.00 -0.06
-0.06 -0.02 -0.03
-0.16 0.06 -0.30
-0.01 0.02 0.02
-0.01 0.04 0.00
0.03 -0.02 0.02
-0.04 0.00 0.02
0.04 0.00 0.01
-0.01 -0.01 0.00
-0.10 0.01 -0.01
0.00 0.01 0.10
0.04 0.09 0.02
0.01 0.01 -0.01
-0.07 -0.01 -0.05
0.00 0.04 0.04
0.00 0.01 0.01
0.02 -0.03 0.05
-0.34 -0.43 -0.03
0.00 -0.03 -0.05
0.01 0.00 0.08
-0.02 -0.01 0.02
0.04 0.04 -0.04
0.23 0.00 -0.14
-0.15 0.14 -0.13
-0.02 0.04 0.01
-0.04 -0.01 0.01
0.03 -0.10 -0.03
0.05 0.02 0.05
-0.10 -0.02 0.01
0.07 -0.43 -0.17
0.01 0.02 0.02
-0.03 0.00 0.01
0.09 0.05 0.02
0.01 0.04 0.01
0.14 -0.10 0.00
0.05 0.08 -0.17
-0.33 0.18 -0.09
-0.09 0.46 0.13
0.03 0.04 -0.06
-0.07 -0.04 -0.05
0.04 0.05 -0.01
-0.52 0.16 -0.04
-0.10 0.07 0.04
0.00 -0.02 -0.01
-0.03 -0.25 -0.15